C11H9Br6N2O4PbS4Sb | ωB97M-V/def2-TZVPD

```
38
C11H9Br6N2O4PbS4Sb ωB97M-V/def2-TZVPD
C -2.104 1.264 -3.549
Br 0.120 5.465 4.033
C 0.807 1.491 -3.926
H 0.412 2.509 -4.000
C 1.125 2.811 4.397
O 2.328 0.329 -1.966
H -1.685 1.212 -4.552
Br 3.357 -2.101 0.290
C 0.257 0.759 -2.739
C 0.214 1.871 1.905
Br 2.280 0.259 5.128
Sb -2.975 -3.697 2.323
H 3.490 -4.580 0.388
C -1.189 0.601 -2.558
N -1.640 -0.071 -1.564
S -3.875 -2.555 0.591
S -0.562 -4.080 1.708
N 1.061 0.249 -1.840
H -3.198 -0.787 -0.804
Br -0.911 4.295 1.071
S -2.922 -6.120 1.591
H 1.789 -4.014 0.384
C 0.921 0.973 2.788
H 0.593 0.988 -4.875
C 0.006 3.184 2.302
C 2.776 -3.893 -0.046
Br 1.731 3.418 6.089
O -0.191 1.407 0.751
H -2.214 2.320 -3.290
O -3.032 -0.099 -1.473
O 1.105 -0.245 2.397
C 1.355 1.481 4.014
Br 2.637 -4.314 -1.931
S -1.231 -5.619 0.462
C 0.453 3.664 3.544
Pb 0.114 -0.722 0.295
H 1.887 1.541 -3.803
H -3.088 0.806 -3.533
```

Output
- Net charge: -2
- E_tot: -498106.1854 eV
- HOMO energy: -2.3 eV

Mulliken population analysis, charges in e, atoms 1 to 5: number 1, C, carries -1.446; number 2, Br, carries -0.222; number 3, C, carries -1.432; number 4, H, carries 0.304; number 5, C, carries 0.099

=====

C8H12N4 | ωB97M-V/def2-TZVPD

```
24
C8H12N4 ωB97M-V/def2-TZVPD
H -4.129 0.747 0.602
C 1.130 -2.461 -0.963
C 1.961 -2.179 0.049
H 1.304 -3.037 -1.831
N -2.655 1.168 -1.076
C 3.412 -2.444 0.183
C -3.119 1.099 0.276
H 3.666 -3.545 -0.068
H -2.872 0.692 -1.895
H -0.843 -1.869 -1.246
N 1.272 -1.463 1.051
H -1.001 4.086 1.360
H -0.630 -0.722 1.315
C -0.362 3.276 0.977
H 4.166 -1.878 -0.549
C -1.348 1.868 -0.996
C 0.058 -1.242 0.628
H 3.867 -2.391 1.175
H -0.874 2.092 -1.883
N -2.253 1.640 1.031
H 0.111 2.757 1.801
C -1.196 2.188 0.302
N -0.163 -2.033 -0.586
H 0.497 3.651 0.343
```

Output
- Net charge: 0
- E_tot: -14449.5105 eV
- HOMO energy: -8.5 eV
- SMILES: Cc1c[nH]cn1.Cc1c[nH]cn1

Mulliken population analysis, charges in e, atoms 1 to 5: number 1, H, carries 0.368; number 2, C, carries -0.595; number 3, C, carries 0.721; number 4, H, carries 0.415; number 5, N, carries -0.141

=====

C6H10N3O | ωB97M-V/def2-TZVPD

```
20
C6H10N3O ωB97M-V/def2-TZVPD
N 2.037 -1.170 -0.221
C -0.531 -1.164 -0.288
O 2.455 0.944 0.224
H -2.466 -0.153 -0.779
H -2.036 1.943 -0.110
C 1.058 0.742 0.218
H 0.459 2.795 -0.119
H -2.152 -0.084 1.034
H -0.535 -1.444 -1.360
H -0.970 1.400 -1.285
C 0.808 -0.563 -0.028
H -0.118 2.141 1.342
C 0.064 1.858 0.326
N -0.697 -2.329 0.528
H -1.588 -2.737 0.281
C 2.985 -0.260 -0.084
N -1.170 1.386 -0.313
H 4.073 -0.272 0.002
H 0.010 -3.033 0.674
C -1.685 -0.002 -0.044
```

Output
- Net charge: +1
- E_tot: -12893.9291 eV
- HOMO energy: -13.0 eV
- SMILES: N[C@H]1C[NH2+]Cc2ocnc21

Mulliken population analysis, charges in e, atoms 1 to 5: number 1, N, carries -0.645; number 2, C, carries 0.724; number 3, O, carries -0.387; number 4, H, carries 0.424; number 5, H, carries 0.389

=====

C2H6ClOZn | ωB97M-V/def2-TZVPD

```
11
C2H6ClOZn ωB97M-V/def2-TZVPD
Cl -0.118 0.578 3.596
H 1.765 -0.215 -1.331
H -0.301 0.703 0.982
C -0.316 -0.396 -0.684
Zn -1.158 1.913 5.160
H 0.481 0.261 -2.484
H -1.281 -0.457 -1.195
H -0.238 -1.300 -0.072
C 0.800 -0.481 -1.747
H 0.633 -1.427 -2.260
O -0.267 0.820 0.033
```

Output
- Net charge: +1
- E_tot: -65149.0892 eV
- HOMO energy: -12.6 eV

Mulliken population analysis, charges in e, atoms 1 to 5: number 1, Cl, carries -0.012; number 2, H, carries 0.309; number 3, H, carries 0.212; number 4, C, carries -0.167; number 5, Zn, carries 0.968

=====

C4H10O2 | ωB97M-V/def2-TZVPD

```
16
C4H10O2 ωB97M-V/def2-TZVPD
H 0.416 1.295 -0.827
C 0.257 0.315 -0.348
H -2.412 -0.274 -0.734
H 2.009 -1.476 -1.035
H 3.180 -1.033 0.239
C -2.235 0.555 -0.040
C 2.408 -0.648 -0.430
C -0.896 0.364 0.647
H 0.032 -0.424 -1.134
O -0.957 -0.860 1.349
H -3.034 0.546 0.707
H -0.708 1.197 1.346
H 2.855 0.096 -1.106
H -0.039 -1.066 1.583
O 1.403 -0.085 0.376
H -2.279 1.500 -0.593
```

Output
- Net charge: 0
- E_tot: -8404.5667 eV
- HOMO energy: -10.1 eV
- SMILES: COC[C@@H](C)O

Mulliken population analysis, charges in e, atoms 1 to 5: number 1, H, carries 0.337; number 2, C, carries -0.645; number 3, H, carries 0.352; number 4, H, carries 0.327; number 5, H, carries 0.246

=====

C13H24N2O9 | ωB97M-V/def2-TZVPD

```
48
C13H24N2O9 ωB97M-V/def2-TZVPD
H 10.983 14.022 -3.734
C 11.589 17.409 -7.366
H 13.260 19.395 -6.422
H 10.742 15.752 -4.254
H 11.956 17.677 -4.730
H 11.389 16.796 -8.245
H 10.790 22.454 -3.634
O 9.771 21.008 -4.705
N 10.902 19.903 -7.531
H 15.681 12.190 -2.806
C 13.067 12.445 -7.182
H 13.082 12.956 -8.144
H 10.506 17.141 -4.126
H 12.674 17.400 -7.266
C 9.798 22.230 -4.027
H 12.535 19.442 -4.801
C 11.180 18.791 -7.460
O 14.620 15.925 -5.583
O 13.587 11.627 -4.437
O 14.998 13.357 -4.446
H 15.000 13.912 -6.283
H 13.474 14.644 -6.822
N 12.029 14.102 -6.763
O 11.240 19.858 -3.300
C 13.643 16.884 -5.368
C 10.895 17.698 -4.979
C 10.660 14.699 -4.524
H 11.290 16.861 -6.473
O 14.063 12.961 -6.258
O 14.219 18.100 -5.054
C 15.284 13.176 -3.049
C 10.537 19.959 -4.318
H 14.403 13.296 -2.420
H 16.012 13.942 -2.781
H 9.623 14.423 -4.717
H 9.051 22.239 -3.234
H 12.112 12.574 -6.672
C 11.445 14.390 -5.768
C 14.145 12.587 -4.975
C 14.205 14.608 -6.014
H 9.478 23.084 -4.624
H 13.209 11.368 -7.272
H 10.670 17.037 -5.816
H 14.095 20.168 -5.098
O 10.436 19.039 -5.235
O 12.450 16.650 -5.480
C 13.466 19.315 -5.355
H 13.678 14.055 -5.238
```

Output
- Net charge: 0
- E_tot: -35256.7794 eV
- HOMO energy: -8.7 eV

Mulliken population analysis, charges in e, atoms 1 to 5: number 1, H, carries 0.408; number 2, C, carries -0.915; number 3, H, carries 0.289; number 4, H, carries 0.089; number 5, H, carries 0.524

=====

Calculated gap between HOMO and LUMO (eV), listed in the same order as above: 6.25, 9.18, 9.41, 2.95, 11.12, 9.09
Calculated energy relative to the best compared isomer or geometry (same formula, charge and spin) (eV), listed in the same order as above: 0.550, 2.041, 2.712, 0.235, 0.980, 19.075
Calculated F_max (eV Å⁻¹), listed in the same order as above: 0.29, 4.48, 3.42, 2.69, 0.36, 15.39